{
  "formula": "C48H84N12",
  "method": "ωB97M-V with the def2-TZVPD basis set",
  "species": ["C", "C", "C", "C", "N", "H", "H", "H", "H", "H", "H", "H", "C", "C", "C", "C", "N", "H", "H", "H", "H", "H", "H", "H", "C", "C", "C", "C", "N", "H", "H", "H", "H", "H", "H", "H", "C", "C", "C", "C", "N", "H", "H", "H", "H", "H", "H", "H", "C", "C", "C", "C", "N", "H", "H", "H", "H", "H", "H", "H", "C", "C", "C", "C", "N", "H", "H", "H", "H", "H", "H", "H", "C", "C", "C", "C", "N", "H", "H", "H", "H", "H", "H", "H", "C", "C", "C", "C", "N", "H", "H", "H", "H", "H", "H", "H", "C", "C", "C", "C", "N", "H", "H", "H", "H", "H", "H", "H", "C", "C", "C", "C", "N", "H", "H", "H", "H", "H", "H", "H", "C", "C", "C", "C", "N", "H", "H", "H", "H", "H", "H", "H", "C", "C", "C", "C", "N", "H", "H", "H", "H", "H", "H", "H"],
  "coordinates": [[-1.068, -0.056, 0.167], [0.030, -0.894, 0.767], [1.419, -0.505, 0.289], [1.675, 0.953, 0.402], [1.872, 2.108, 0.513], [-0.826, 1.007, 0.146], [-2.040, -0.215, 0.634], [-1.122, -0.361, -0.877], [-0.227, -1.930, 0.546], [-0.034, -0.737, 1.843], [1.592, -0.704, -0.768], [2.050, -1.119, 0.932], [-3.325, -2.277, 7.371], [-4.431, -3.110, 6.744], [-4.009, -4.431, 5.971], [-2.909, -4.237, 5.017], [-2.121, -4.035, 4.190], [-3.590, -1.441, 8.018], [-2.606, -2.041, 6.586], [-2.734, -2.979, 7.959], [-5.083, -2.531, 6.090], [-5.104, -3.430, 7.539], [-4.827, -4.887, 5.412], [-3.701, -5.110, 6.765], [-0.328, 7.104, -0.869], [0.398, 5.787, -0.736], [0.891, 5.462, 0.661], [1.752, 6.529, 1.279], [2.504, 7.315, 1.734], [-1.275, 7.057, -0.331], [-0.520, 7.258, -1.931], [0.243, 8.010, -0.665], [1.238, 5.754, -1.429], [-0.200, 5.038, -1.255], [1.480, 4.561, 0.838], [0.023, 5.462, 1.319], [5.837, 4.605, 0.489], [6.016, 5.894, -0.254], [7.412, 6.524, -0.038], [8.575, 5.624, 0.182], [9.468, 4.882, 0.301], [6.580, 3.821, 0.349], [4.870, 4.191, 0.203], [5.792, 4.899, 1.538], [5.378, 6.627, 0.239], [5.785, 5.783, -1.314], [7.453, 7.201, 0.815], [7.621, 7.132, -0.919], [0.385, -3.650, -4.277], [1.325, -2.477, -3.899], [2.614, -2.970, -3.341], [3.492, -3.767, -4.181], [4.171, -4.379, -4.895], [-0.510, -3.336, -4.813], [0.030, -4.220, -3.418], [0.828, -4.296, -5.036], [0.836, -1.819, -3.180], [1.445, -2.024, -4.883], [3.253, -2.114, -3.124], [2.491, -3.430, -2.361], [-2.276, -4.901, -0.514], [-3.237, -4.885, 0.676], [-3.546, -6.174, 1.234], [-2.384, -7.141, 1.292], [-1.494, -7.850, 1.384], [-1.217, -4.967, -0.266], [-2.535, -4.050, -1.144], [-2.557, -5.754, -1.132], [-4.155, -4.418, 0.322], [-2.839, -4.212, 1.435], [-4.283, -6.799, 0.730], [-4.010, -6.213, 2.220], [-1.923, 0.547, -4.215], [-3.049, -0.291, -3.561], [-3.758, 0.214, -2.272], [-3.887, 1.718, -2.327], [-3.938, 2.825, -2.410], [-1.021, 0.537, -3.604], [-2.226, 1.552, -4.511], [-1.820, 0.146, -5.223], [-2.692, -1.314, -3.442], [-3.797, -0.387, -4.347], [-3.194, 0.045, -1.354], [-4.745, -0.161, -2.001], [3.101, -0.483, 5.973], [2.255, -1.775, 6.199], [1.016, -1.696, 5.253], [-0.104, -0.840, 5.671], [-0.958, -0.081, 6.017], [3.713, -0.434, 6.874], [2.511, 0.429, 6.061], [3.702, -0.470, 5.064], [1.944, -1.819, 7.243], [2.808, -2.699, 6.031], [0.586, -2.697, 5.268], [1.471, -1.644, 4.264], [1.230, 4.179, -5.949], [2.352, 3.717, -5.034], [3.047, 2.427, -5.412], [3.547, 2.365, -6.757], [3.819, 2.369, -7.880], [1.557, 4.392, -6.966], [0.873, 5.170, -5.668], [0.372, 3.506, -5.929], [1.924, 3.694, -4.032], [3.076, 4.532, -5.013], [2.335, 1.637, -5.173], [3.898, 2.281, -4.747], [8.782, 0.018, -3.032], [8.780, -0.390, -4.512], [7.575, 0.070, -5.267], [6.209, -0.013, -4.600], [5.170, -0.080, -4.133], [9.807, 0.201, -2.711], [8.384, -0.692, -2.306], [8.268, 0.950, -2.796], [8.762, -1.478, -4.570], [9.693, -0.131, -5.048], [7.491, -0.478, -6.205], [7.651, 1.118, -5.556], [-9.549, -3.135, 0.088], [-8.489, -2.735, 1.109], [-6.990, -2.883, 0.909], [-6.517, -2.544, -0.440], [-6.144, -2.243, -1.522], [-9.250, -2.710, -0.870], [-10.508, -2.677, 0.332], [-9.631, -4.211, -0.060], [-8.799, -3.294, 1.992], [-8.626, -1.685, 1.364], [-6.606, -3.892, 1.058], [-6.478, -2.252, 1.635], [-3.315, 2.158, 3.804], [-3.829, 0.755, 4.286], [-3.733, -0.290, 3.244], [-4.500, -0.036, 2.043], [-5.087, 0.083, 1.004], [-3.830, 2.425, 2.881], [-2.226, 2.125, 3.807], [-3.573, 3.011, 4.432], [-4.867, 0.850, 4.605], [-3.133, 0.457, 5.070], [-3.937, -1.287, 3.633], [-2.684, -0.286, 2.947]],
  "forces_ev_per_a": [[0.018, 0.093, -1.007], [-1.117, 0.681, 0.462], [-0.112, 0.209, 0.059], [0.695, 2.616, 0.922], [-0.594, -3.340, -0.422], [-0.128, 0.072, 0.284], [0.062, 0.010, -0.028], [-0.393, 0.126, -0.222], [0.532, -0.170, 0.142], [0.346, -0.306, 0.219], [-0.023, -0.492, -0.001], [0.817, 0.461, -0.389], [1.089, -1.554, -0.716], [-1.146, -0.235, -0.341], [0.440, 1.013, 1.068], [0.546, 0.420, -0.901], [-0.773, -0.210, 1.010], [-0.254, -0.040, -0.477], [-0.136, 0.841, 0.056], [0.032, 0.015, 0.549], [0.189, 0.250, -0.193], [-0.069, -0.263, 0.006], [-0.156, 0.148, 0.218], [0.183, -0.342, -0.302], [-0.059, 0.250, -0.776], [1.182, 0.012, -1.271], [0.001, 0.963, 1.365], [2.043, 1.930, 0.420], [-2.326, -2.331, -1.298], [0.029, 0.380, 0.028], [-0.519, -0.237, -0.096], [0.130, -0.216, 0.822], [0.525, 0.468, 0.119], [-0.451, -0.505, 1.002], [-0.387, -0.306, -0.528], [-0.130, -0.445, 0.180], [-0.780, -0.233, 0.454], [0.999, 0.289, 0.475], [0.834, 0.041, -0.265], [0.916, -1.463, -0.435], [-1.663, 1.472, -0.099], [0.199, 0.282, -0.148], [-0.087, -0.159, 0.243], [0.028, -0.570, 0.238], [-0.536, -0.050, -0.614], [0.086, 0.230, 0.037], [-0.380, 0.050, 0.053], [0.311, 0.107, 0.073], [-0.464, 0.128, -0.028], [-1.600, -1.458, -1.523], [1.498, 0.871, 1.049], [0.360, -1.284, -1.368], [-0.772, 0.786, 0.967], [-0.151, 0.552, 0.260], [0.243, -0.213, 0.017], [0.492, -0.259, 0.400], [0.092, 0.181, -0.185], [0.448, 0.807, 0.380], [0.033, 0.400, 0.126], [-0.149, -0.425, -0.101], [-0.941, -0.293, -0.466], [0.589, 2.672, -0.895], [0.079, -4.395, 1.294], [-1.089, 1.520, 0.397], [0.607, -0.571, -0.060], [-0.146, 0.101, 0.038], [0.575, 0.259, 0.070], [0.319, -0.226, -0.125], [-0.167, 0.022, 0.082], [0.009, -0.046, 0.198], [-0.200, 0.436, -0.920], [0.376, 0.612, 0.393], [-0.928, -0.199, 0.021], [-0.650, 0.054, -0.510], [0.568, 1.891, 0.229], [0.309, -6.413, 0.292], [-0.262, 5.365, -0.343], [0.168, 0.169, -0.391], [-0.098, 0.323, 0.881], [0.792, -0.607, 0.197], [0.060, -0.017, 0.386], [-0.335, 0.026, 0.132], [0.280, -0.169, -0.185], [0.000, -0.411, -0.703], [-0.044, -0.838, 1.493], [-0.611, 1.778, -0.385], [0.428, -2.225, 0.957], [-2.251, 3.634, 0.679], [3.419, -3.282, -1.388], [0.722, 0.173, -0.341], [-0.343, -0.136, -0.384], [-0.079, -0.099, 0.104], [-0.134, 0.113, -0.004], [0.026, 0.160, -0.380], [-0.265, -0.227, -0.153], [-0.834, 0.941, -0.296], [-0.162, 0.478, -0.377], [-0.202, 1.608, -0.297], [-0.144, -0.194, 1.625], [-0.352, 0.065, -1.814], [0.093, -0.053, 0.944], [0.105, -0.670, -0.205], [-0.121, -0.059, 0.556], [0.040, -0.074, -0.235], [0.298, -0.520, 0.169], [0.242, -0.006, 0.052], [0.225, -0.456, -0.491], [-0.017, -0.157, 0.131], [0.862, 0.548, 0.442], [-0.327, -1.188, 1.160], [-1.881, 0.787, -0.637], [2.478, -0.293, -0.818], [-0.956, -0.013, 0.464], [0.096, -0.075, 0.048], [-0.167, -0.371, -0.477], [-0.148, 0.159, -0.447], [0.117, -0.172, 0.184], [-0.145, 0.470, 0.100], [-0.138, -0.023, -0.039], [0.106, 0.149, 0.042], [1.050, 0.445, -1.105], [-1.145, 0.146, 1.054], [0.410, -0.646, -0.689], [1.141, 1.533, -3.521], [-1.254, -1.189, 3.653], [-0.182, -0.045, -0.294], [0.040, -0.282, 0.196], [-0.123, 0.019, 0.198], [0.525, 0.119, 0.468], [-0.224, 0.071, -0.076], [-0.261, -0.266, 0.228], [0.085, 0.085, -0.152], [-0.710, -0.655, 0.338], [0.055, 2.222, 0.877], [0.980, -0.431, -0.605], [-2.859, 0.184, -5.085], [2.539, -0.409, 4.684], [0.669, -0.138, -0.519], [-0.014, 0.129, -0.740], [-0.145, -0.413, 0.616], [0.093, -0.086, 0.463], [-0.585, -0.097, 0.418], [-0.177, -0.042, -0.069], [0.200, -0.336, -0.300]],
  "mulliken_charge": [-0.383, -0.125, 0.011, 0.163, -0.574, 0.258, -0.080, -0.084, 0.355, 0.003, -0.151, 0.427, -0.773, -0.492, -0.414, 0.263, -0.465, 0.368, -0.091, 0.358, 0.278, 0.369, 0.284, 0.342, -1.256, -0.262, 0.070, 0.169, -0.547, 0.324, 0.354, 0.360, 0.206, 0.406, -0.001, 0.253, -1.154, -0.185, -0.557, 0.250, -0.453, 0.409, 0.286, 0.289, 0.119, 0.365, 0.298, 0.323, -1.374, 0.257, -0.216, 0.012, -0.477, 0.355, 0.303, 0.408, -0.080, 0.264, 0.185, 0.356, -1.542, 0.699, -0.401, -0.019, -0.448, 0.394, 0.422, 0.453, -0.269, -0.051, 0.366, 0.350, -1.211, -0.460, 1.061, 0.157, -0.549, 0.188, 0.483, 0.396, 0.170, 0.470, -0.783, 0.149, -1.114, -0.667, -0.214, 0.424, -0.574, 0.342, 0.325, 0.321, 0.382, 0.370, 0.213, 0.180, -1.241, -0.526, 0.153, 0.304, -0.508, 0.379, 0.374, 0.234, 0.323, 0.298, 0.062, 0.123, -1.140, -0.327, -0.497, 0.185, -0.387, 0.334, 0.324, 0.319, 0.247, 0.337, 0.340, 0.294, -1.202, -0.692, 0.563, 0.229, -0.588, 0.328, 0.357, 0.307, 0.347, 0.324, 0.173, -0.134, -1.270, -0.474, 1.213, 0.055, -0.570, 0.344, 0.275, 0.380, 0.401, 0.174, 0.005, -0.465],
  "orbital_gap_ha": 0.4024,
  "homo_ev": -11.164,
  "smiles": "CCCC#N.CCCC#N.CCCC#N.CCCC#N.CCCC#N.CCCC#N.CCCC#N.CCCC#N.CCCC#N.CCCC#N.CCCC#N.CCCC#N",
  "total_energy_ha": -2536.21120
}